No. 1
The following is a DFT calculation (ωB97M-V/def2-TZVPD) of C40H47BeBrCl3N5O4PS3 as an isolated structure at a distorted geometry.

Results
**Charge**: -1
**Highest occupied orbital energy**: -5.632 eV
**Molecular weight**: 984.30 g mol⁻¹
**HOMO-LUMO gap**: 7.47 eV

Element x y z (Å)
Be (-0.352, 0.145, 0.350)
C (4.425, 5.673, 1.098)
C (4.698, 4.745, -0.094)
C (4.835, 5.584, -1.375)
C (6.025, 4.026, 0.161)
C (3.547, 3.752, -0.265)
C (3.748, 2.388, -0.390)
C (2.658, 1.545, -0.543)
Br (3.041, -0.316, -0.715)
C (1.323, 1.982, -0.570)
O (0.287, 1.154, -0.622)
C (1.124, 3.389, -0.542)
C (2.231, 4.209, -0.367)
C (-0.282, 4.002, -0.693)
C (-0.229, 5.527, -0.832)
C (-1.140, 3.676, 0.541)
C (-0.971, 3.463, -1.962)
H (5.262, 6.366, 1.237)
H (4.302, 5.088, 2.014)
H (3.519, 6.266, 0.956)
H (5.692, 6.265, -1.303)
H (3.936, 6.181, -1.553)
H (4.984, 4.932, -2.239)
H (6.809, 4.765, 0.351)
H (6.334, 3.429, -0.703)
H (5.959, 3.367, 1.033)
H (4.739, 1.953, -0.361)
H (2.068, 5.278, -0.308)
H (0.116, 6.009, 0.087)
H (-1.238, 5.894, -1.038)
H (0.420, 5.837, -1.657)
H (-0.701, 4.118, 1.441)
H (-1.216, 2.602, 0.699)
H (-2.152, 4.077, 0.412)
H (-0.408, 3.753, -2.856)
H (-1.980, 3.882, -2.038)
H (-1.050, 2.380, -1.938)
N (-2.034, 0.300, 0.439)
C (-3.164, 0.426, 0.625)
C (-4.529, 0.574, 0.838)
C (-5.133, 1.860, 0.700)
N (-5.627, 2.899, 0.589)
C (-5.329, -0.547, 1.206)
N (-5.990, -1.448, 1.502)
Cl (5.018, -1.712, -6.147)
C (4.095, -2.624, -4.995)
C (2.873, -2.151, -4.561)
C (2.155, -2.894, -3.636)
C (2.620, -4.101, -3.128)
C (1.842, -4.925, -2.112)
C (0.367, -4.542, -1.932)
N (0.169, -3.515, -0.928)
C (0.151, -3.745, 0.436)
C (-0.028, -2.534, 1.023)
N (-0.140, -1.579, 0.033)
C (-0.054, -2.200, -1.119)
O (2.463, -4.989, -0.841)
C (3.124, -3.788, -0.409)
C (3.343, -3.840, 1.071)
C (4.236, -4.667, 1.682)
Cl (5.352, -5.726, 0.914)
S (4.171, -4.563, 3.393)
C (2.932, -3.378, 3.316)
C (2.593, -3.092, 2.035)
C (3.855, -4.553, -3.609)
Cl (4.507, -6.077, -3.099)
C (4.594, -3.827, -4.529)
H (2.488, -1.211, -4.934)
H (1.211, -2.496, -3.294)
H (1.826, -5.951, -2.479)
H (-0.162, -5.428, -1.596)
H (-0.075, -4.231, -2.877)
H (0.318, -4.725, 0.857)
H (-0.055, -2.291, 2.077)
H (-0.097, -1.717, -2.084)
H (2.527, -2.906, -0.656)
H (4.081, -3.704, -0.930)
H (2.493, -2.974, 4.221)
H (1.837, -2.358, 1.775)
H (5.547, -4.202, -4.877)
C (-0.917, 1.856, 6.535)
C (-1.447, 1.345, 5.207)
C (-1.464, 2.421, 4.133)
O (-0.734, 0.152, 4.805)
P (0.671, -0.068, 4.094)
S (1.154, -1.943, 4.376)
S (0.675, 0.674, 2.221)
O (1.581, 0.959, 4.945)
C (2.935, 1.459, 4.718)
C (2.912, 2.787, 3.972)
C (3.866, 0.451, 4.058)
H (-1.529, 2.697, 6.869)
H (0.117, 2.186, 6.428)
H (-0.952, 1.068, 7.291)
H (-2.460, 0.976, 5.353)
H (-0.453, 2.789, 3.942)
H (-2.091, 3.252, 4.461)
H (-1.861, 2.028, 3.195)
H (3.283, 1.648, 5.734)
H (2.542, 2.657, 2.955)
H (3.930, 3.190, 3.926)
H (2.271, 3.509, 4.487)
H (3.520, 0.216, 3.048)
H (3.916, -0.475, 4.629)
H (4.865, 0.890, 3.991)

Atoms 1-6, force components in eV/Å:
Be 0.13 -0.35 0.13
C -0.01 -0.03 0.04
C -0.01 -0.01 -0.02
C 0.01 0.02 0.01
C 0.01 -0.01 0.00
C 0.01 -0.04 -0.05

=====

No. 2
The following is a DFT calculation (ωB97M-V/def2-TZVPD) of an isolated ion of composition C6H12O and charge +1 at a distorted geometry.

Results
**Charge**: +1
**Highest occupied orbital energy (spin up / spin down)**: -15.296 / -15.649 eV
**Molecular weight**: 100.16 g mol⁻¹
**HOMO-LUMO gap (spin up / spin down)**: 9.60 / 7.76 eV
**Energy above the lowest of the compared OMol25 structures with the same formula, charge and spin**: 39.2 kcal/mol
**Multiplicity**: 2

Element x y z (Å)
C (-2.242, -0.028, -1.715)
C (-1.138, 0.875, -1.185)
C (0.324, 0.346, -1.363)
C (1.452, -0.339, 1.585)
O (0.983, 0.677, 2.464)
C (0.352, -1.034, 0.816)
C (0.402, -0.902, -0.535)
H (-2.536, -0.838, -1.052)
H (-1.873, -0.524, -2.615)
H (-2.998, 0.642, -2.117)
H (-1.221, 1.815, -1.729)
H (-1.205, 1.168, -0.131)
H (1.130, 1.034, -1.093)
H (0.557, 0.201, -2.422)
H (2.155, 0.101, 0.879)
H (2.067, -1.055, 2.135)
H (0.985, 1.468, 1.902)
H (-0.315, -1.740, 1.303)
H (0.340, -1.868, -1.068)

Atoms 1-6, force components in eV/Å:
C 0.96 -0.02 -0.74
C 0.70 0.81 0.40
C 0.61 -0.51 -0.23
C 0.81 0.80 0.53
O -0.18 -0.40 -0.99
C 0.79 0.23 0.94

=====

Which formula does entry 2 have? C6H12O

=====

Among the records above, which one has the highest molecular weight? C40H47BeBrCl3N5O4PS3

=====

Which formula does entry 2 have? C6H12O